The following is a DFT calculation (the ωB97M-V functional and the def2-TZVPD basis) of a molecular structure, C23H23AlOP2.

```
50
Properties=species:S:1:pos:R:3:mulliken_charge:R:1
C -1.346 1.846 -0.493 -0.8483
C -1.344 0.816 -1.503 0.2841
C -0.029 0.752 -2.103 -0.3908
C 0.815 1.659 -1.503 0.0474
C 0.094 2.281 -0.368 -0.0209
Al -0.116 0.380 -0.007 -1.7441
P 0.931 -1.673 -0.363 -0.1771
H -2.251 2.256 -0.013 0.4239
H -2.100 0.193 -1.910 0.5528
H 0.308 0.132 -2.883 0.6112
H 0.553 3.107 0.211 0.4801
H 1.790 1.810 -1.938 0.4201
H 2.334 -1.665 -0.296 0.0329
H 0.784 -2.361 -1.614 0.0347
H 0.676 -2.731 0.559 0.0967
O -0.128 0.632 2.164 -0.2885
P -0.035 0.012 3.576 1.1601
C -1.494 -1.015 4.052 0.3922
C -1.857 -1.190 5.402 -0.3436
C -2.992 -1.935 5.713 -0.7989
C -3.785 -2.453 4.692 -0.4284
C -3.461 -2.232 3.360 -0.5856
C -2.313 -1.522 3.025 0.0120
C 1.519 -0.914 3.988 0.2039
C 1.629 -1.784 5.085 -0.3321
C 2.841 -2.421 5.369 -0.6354
C 3.957 -2.183 4.578 -0.4429
C 3.856 -1.304 3.495 -0.7658
C 2.661 -0.644 3.210 -0.0160
C -0.151 1.439 4.724 0.0947
C 1.048 2.006 5.155 -0.4296
C 1.003 3.091 6.024 -0.5344
C -0.230 3.648 6.395 -0.4958
C -1.414 3.158 5.828 -0.5476
C -1.362 2.100 4.924 -0.3083
H -1.289 -0.689 6.193 0.4224
H -3.243 -2.075 6.754 0.3865
H -4.698 -2.978 4.955 0.3729
H -4.104 -2.602 2.571 0.4202
H -2.072 -1.318 1.980 -0.0177
H 0.782 -1.958 5.752 0.2762
H 2.914 -3.103 6.210 0.4019
H 4.901 -2.683 4.785 0.3773
H 4.727 -1.137 2.862 0.3932
H 2.619 0.076 2.392 0.3879
H 2.009 1.635 4.788 0.3275
H 1.940 3.529 6.378 0.3815
H -0.253 4.551 6.984 0.3771
H -2.370 3.631 6.054 0.3802
H -2.252 1.828 4.354 0.4006
```

The value obtained for the calculated total energy is -51441.531 eV. The calculation puts the energy above the lowest of the compared OMol25 structures with the same formula, charge and spin at 0.0 kJ/mol. The value obtained for the LUMO energy (alpha / beta) is 0.01325 / 0.01644 Eh. Its molar mass is 404.366 Da.

The following is a DFT calculation (the ωB97M-V functional and the def2-TZVPD basis) of a molecular structure, C17H31F5P2Pt.

```
56
Properties=species:S:1:pos:R:3:mulliken_spin:R:1
P -3.856 -0.601 -2.906 0.2071
P -3.886 -3.133 -2.013 0.8258
C -5.217 -1.620 -3.695 0.0012
C -5.439 -2.932 -2.976 0.0662
H -4.943 -1.824 -4.741 0.0001
H -6.114 -1.004 -3.612 -0.0087
H -6.339 -2.933 -2.341 0.0055
H -5.526 -3.739 -3.717 -0.0008
C -2.815 -4.142 -3.106 0.0827
H -1.890 -4.358 -2.559 -0.0015
H -2.598 -3.615 -4.045 0.0318
H -3.283 -5.109 -3.346 0.0089
C -4.816 -2.434 0.094 0.4882
H -5.243 -3.369 -0.327 0.0028
H -5.628 -1.711 0.220 0.0126
H -4.319 -2.633 1.049 -0.0139
C -2.783 -0.336 -4.382 0.0461
H -2.517 0.733 -4.377 -0.0062
H -3.381 -0.542 -5.286 0.0114
H -1.858 -0.929 -4.377 0.0076
C -4.653 1.047 -3.089 0.1309
H -5.222 1.315 -2.188 0.0022
H -5.306 1.011 -3.984 0.0130
H -3.861 1.790 -3.261 -0.0188
Pt -3.250 -1.342 -1.094 0.3827
C 0.166 1.014 -3.877 0.0563
C 0.248 1.399 -5.159 0.0447
C 0.297 2.807 -5.685 0.0580
C -0.205 3.870 -4.709 0.0496
C -1.615 3.599 -4.281 0.3238
C -2.012 3.099 -3.098 0.2812
C -1.150 2.441 -2.079 0.0556
C 0.177 1.803 -2.604 -0.0115
C -3.048 -0.091 0.644 0.2380
H 0.129 -0.066 -3.679 -0.0018
H 0.330 0.613 -5.929 0.0035
H -0.288 2.855 -6.612 0.0020
H 1.333 3.040 -5.956 0.0000
H 0.463 3.925 -3.853 -0.0014
H -0.140 4.854 -5.198 0.0091
H -2.357 3.947 -5.012 0.0094
H -3.026 3.343 -2.743 -0.0055
H -1.762 1.694 -1.528 0.0393
H -0.865 3.154 -1.278 0.0594
H 0.981 2.551 -2.609 0.0132
H 0.450 1.072 -1.823 -0.0073
H -3.020 -0.817 1.461 0.0056
H -3.903 0.585 0.781 0.0176
H -2.138 0.522 0.588 0.0240
F -2.033 -3.938 -0.273 0.0387
C -1.819 -2.576 -0.028 0.3688
F -1.828 -2.434 1.344 0.0245
C -0.346 -2.331 -0.445 0.0143
F 0.424 -3.293 0.101 0.0091
F -0.144 -2.377 -1.795 0.0034
F 0.098 -1.131 0.003 0.0015
```

The value obtained for the calculated total energy is -53519.597 eV. The calculation puts the energy above the lowest of the compared OMol25 structures with the same formula, charge and spin at 132.6 kJ/mol. The value obtained for the LUMO energy (alpha / beta) is -0.24003 / -0.39280 Eh. Its molar mass is 587.451 Da. Its multiplicity is 5. The total charge is +2.

The following is a DFT calculation (the ωB97M-V functional and the def2-TZVPD basis) of C6H10 in the gas phase.

```
16
Properties=species:S:1:pos:R:3:mulliken_charge:R:1
C -0.234 -2.707 0.255 -1.0835
C -0.751 -1.660 -0.738 -0.4329
C -0.804 -0.327 -0.137 0.1796
C -0.656 0.767 0.347 -0.1494
C -0.096 2.069 0.722 -0.3544
C 1.085 2.317 -0.228 -1.1375
H 0.833 -2.556 0.448 0.2837
H -0.759 -2.628 1.211 0.3232
H -0.377 -3.720 -0.133 0.3344
H -0.063 -1.582 -1.590 0.2253
H -1.720 -1.960 -1.151 0.3016
H 0.250 2.036 1.763 0.2667
H -0.837 2.874 0.652 0.2868
H 0.720 2.400 -1.256 0.3034
H 1.647 3.220 0.025 0.3476
H 1.762 1.457 -0.190 0.3054
```

The value obtained for the calculated total energy is -6382.447 eV. The calculation puts the energy above the lowest of the compared OMol25 structures with the same formula, charge and spin at 136.3 kJ/mol. The value obtained for the LUMO energy is 0.03938 Eh. Its molar mass is 82.146 Da. Its SMILES is CCC#CCC.